Computed, not measured: a cluster of 5 separate species, C34H65ClI2N2O8P in total in a non-equilibrium geometry, with ωB97M-V with the def2-TZVPD basis set.

* E_LUMO: 2.0743 eV
* charge: -1

Atoms and positions in Å:
C 0.60348 5.02387 1.96033
C -0.40473 3.91855 1.56234
C 0.21159 2.88601 0.59421
C 1.02178 1.77347 1.27850
P 0.26637 0.00727 1.31389
C -0.68612 -1.73736 1.19833
C -0.54857 -2.64749 2.37257
O -0.42167 -2.39658 3.51637
I -0.72660 -4.88197 1.99775
C -0.97917 0.43838 2.70330
C -0.33698 1.13024 3.93299
C -2.20291 1.22241 2.16498
C -3.56478 0.47720 2.28906
C -4.23472 0.26255 0.91789
O 1.40308 -0.65312 2.40684
C 2.63726 -1.15787 1.92739
C 2.85617 -2.55826 2.55936
C 4.17775 -3.19915 2.23887
N 4.71145 -4.05221 3.01794
C 3.68386 -0.28893 2.68588
N 3.97280 1.05146 2.17563
C 4.02933 2.09249 3.20566
C 2.58582 -1.11419 0.33818
C 3.91397 -0.52727 -0.27512
C 3.72577 0.77758 -1.02062
O 3.99147 1.85510 -0.60765
Cl 3.12916 0.65553 -2.70822
C 2.42103 -2.51174 -0.39760
C 2.20769 -2.26943 -1.90480
C 3.44040 -2.65261 -2.75041
I 0.54485 -3.35560 -2.80595
O 1.44794 -0.41584 -0.02429
H 1.60494 4.78247 1.59391
H 0.31541 6.00303 1.56872
H 0.67869 5.12151 3.04735
H -1.28163 4.36999 1.08666
H -0.74241 3.43071 2.47622
H -0.56189 2.51301 -0.08518
H 0.89835 3.46512 -0.03914
H 1.95795 1.68269 0.73486
H 1.32461 2.13846 2.26664
H -0.59730 0.38375 0.22221
H -1.75346 -1.48618 1.15558
H -0.45716 -2.24715 0.26536
H -1.39472 -0.48622 3.10144
H 0.74985 1.20346 3.87424
H -0.55615 0.56093 4.84502
H -0.72781 2.13774 4.10946
H -2.09259 1.48799 1.11117
H -2.31789 2.16826 2.70277
H -3.41902 -0.51546 2.72629
H -4.25388 1.04539 2.92128
H -4.25998 1.18681 0.33960
H -3.61828 -0.44201 0.34744
H -5.22830 -0.17769 0.99919
H 2.81705 -2.41404 3.64247
H 2.05834 -3.25230 2.29192
H 4.69125 -2.91500 1.31197
H 5.59459 -4.37246 2.62102
H 3.22659 -0.16213 3.66987
H 4.62456 -0.83405 2.86240
H 4.86743 1.06674 1.70943
H 4.17357 1.69040 4.21572
H 3.13565 2.72425 3.18578
H 4.87760 2.75694 3.00752
H 4.36138 -1.25430 -0.95591
H 4.66724 -0.31044 0.47862
H 1.63402 -3.08273 0.08638
H 3.32791 -3.11769 -0.31021
H 1.94983 -1.23825 -2.11252
H 3.92818 -3.54314 -2.34974
H 4.13493 -1.80648 -2.76423
H 3.14620 -2.83537 -3.78332
C -6.89699 0.82298 -3.51528
C -6.67068 -0.23626 -2.46695
O -5.91216 -0.07009 -1.54137
C -7.42662 -1.53644 -2.63650
H -6.29193 1.69550 -3.28911
H -6.61818 0.44654 -4.49680
H -7.95082 1.10986 -3.53703
H -7.16479 -1.99938 -3.58951
H -8.50196 -1.34842 -2.62634
H -7.17112 -2.21475 -1.82535
C 3.59036 -3.32002 7.35572
C 3.12109 -1.99884 6.79411
O 3.89619 -1.10494 6.54522
C 1.64092 -1.85281 6.53736
H 4.67010 -3.29782 7.48538
H 3.11240 -3.50822 8.31904
H 3.32658 -4.12778 6.67118
H 1.08477 -1.98133 7.46828
H 1.30597 -2.60940 5.82481
H 1.43550 -0.86690 6.12567
C -4.16699 1.53772 -7.50577
C -4.94533 2.56964 -6.73432
O -5.73107 2.25974 -5.86701
C -4.69379 4.01631 -7.08822
H -4.43470 0.54291 -7.15940
H -4.39199 1.62236 -8.57146
H -3.09646 1.68114 -7.36510
H -4.93742 4.19153 -8.13758
H -3.64194 4.25982 -6.93136
H -5.30961 4.65850 -6.46240
C 1.24609 0.53080 -5.47803
C 0.10716 0.28564 -6.43139
O -0.53985 1.19224 -6.90928
C -0.19209 -1.15655 -6.76110
H 1.36059 1.59903 -5.30867
H 1.04156 0.03699 -4.52664
H 2.17368 0.12732 -5.88861
H -0.43934 -1.70303 -5.84877
H 0.68262 -1.62445 -7.21615
H -1.03019 -1.20811 -7.45308